A structure of composition C37H40BClCsF9N8O5S2. Source: the Open Molecules 2025 dataset; level of theory: ωB97M-V with the def2-TZVPD basis set.

Output
HOMO level: -3.72 eV
total charge: -2
E_LUMO: 3.605 eV

XYZ file:
```
104
Properties=species:S:1:pos:R:3:mulliken_charge:R:1
Cs 0.7051 0.3203 0.4017 1.166
C 4.4175 -1.1303 -0.2011 -1.100
C 4.3698 0.1160 -1.0287 0.546
C 5.1547 0.4711 -2.1401 -1.266
C 4.6816 1.7116 -2.5217 0.708
C 5.1117 2.5867 -3.6535 -1.317
N 3.6901 2.0486 -1.6738 0.967
N 3.4931 1.0700 -0.7591 -0.345
B 2.8272 3.3311 -1.6852 -1.025
N 1.4925 3.1075 -2.4287 0.869
N 0.8130 1.9387 -2.3833 -0.363
C -0.2945 2.1183 -3.0874 0.443
C -1.2927 1.0181 -3.2586 -0.556
C -0.3512 3.4319 -3.5891 -1.445
C 0.8116 4.0270 -3.1411 0.914
C 1.2869 5.4312 -3.3231 -1.380
N 2.5638 3.8108 -0.2480 0.660
N 1.5323 3.3249 0.4777 -0.269
C 1.6495 3.8272 1.6963 0.366
C 0.6660 3.4576 2.7615 -0.542
C 2.7806 4.6632 1.7715 -1.450
C 3.3387 4.6157 0.5102 0.925
C 4.5872 5.2515 -0.0080 -1.306
H 5.3190 -1.7042 -0.4197 0.331
H 3.5651 -1.7820 -0.4062 0.047
H 4.4110 -0.8958 0.8641 0.276
H 5.9498 -0.0937 -2.6010 0.414
H 5.8935 2.0845 -4.2242 0.360
H 5.5008 3.5425 -3.2972 0.185
H 4.2796 2.8052 -4.3252 0.216
H 3.4412 4.1896 -2.2730 -0.171
H -1.6470 0.6579 -2.2898 -0.173
H -0.8730 0.1722 -3.8086 0.338
H -2.1604 1.3849 -3.8092 0.347
H -1.1346 3.8833 -4.1771 0.383
H 0.5366 5.9964 -3.8770 0.368
H 2.2306 5.4740 -3.8705 0.203
H 1.4476 5.9200 -2.3602 0.226
H 0.0889 2.5931 2.4343 -0.130
H -0.0396 4.2691 2.9580 0.222
H 1.1660 3.1902 3.6921 0.233
H 3.1588 5.1936 2.6309 0.414
H 5.0487 5.8442 0.7821 0.364
H 4.3850 5.9027 -0.8610 0.201
H 5.3060 4.4981 -0.3375 0.211
S 1.6780 -4.2412 -1.2920 -0.287
C 0.5335 -3.7663 -0.1939 0.050
N -0.5329 -3.0070 -0.4714 0.801
C -1.6648 -2.9579 0.4597 0.703
C -1.7446 -4.2976 1.1459 -1.449
N -0.4950 -4.5186 1.8680 0.195
C -0.5959 -4.7824 3.3041 -1.687
C -1.3098 -3.6596 4.0168 0.498
C -0.6880 -2.4198 4.1501 0.040
C -1.3688 -1.3583 4.7248 -0.529
C -2.6734 -1.5288 5.1721 -0.539
C -3.2928 -2.7632 5.0577 -0.567
C -2.6098 -3.8269 4.4797 -0.247
C 0.6569 -4.1522 1.2805 0.309
S 2.1243 -4.0040 2.0050 -0.240
C -0.7366 -2.3378 -1.7584 -0.640
C -1.7978 -3.0243 -2.5918 -0.112
C -3.0115 -2.3771 -2.7972 0.443
C -4.0209 -2.9960 -3.5236 -1.007
C -3.8238 -4.2670 -4.0431 -0.425
C -2.6134 -4.9191 -3.8350 -0.787
C -1.6031 -4.3021 -3.1120 -0.296
H -2.5631 -2.7454 -0.1153 0.149
H -1.5564 -2.1482 1.1813 -0.113
H -1.8998 -5.0935 0.4100 0.370
H -2.5649 -4.3114 1.8608 0.350
H 0.4175 -4.9053 3.6791 0.542
H -1.1402 -5.7221 3.4352 0.380
H 0.3293 -2.2691 3.8112 0.440
H -0.8662 -0.4041 4.8123 0.392
H -3.2093 -0.6924 5.6038 0.361
H -4.3118 -2.8964 5.4012 0.347
H -3.0960 -4.7924 4.3763 0.354
H 0.2205 -2.2955 -2.2742 0.668
H -1.0932 -1.3321 -1.5320 -0.573
H -3.1601 -1.3969 -2.3602 0.467
H -4.9643 -2.4843 -3.6699 0.440
H -4.6121 -4.7538 -4.6052 0.374
H -2.4573 -5.9124 -4.2389 0.387
H -0.6558 -4.7996 -2.9423 0.421
O 1.8779 1.3155 5.3301 -0.731
Cl 2.2254 0.0798 4.6676 1.802
O 1.9763 -1.0323 5.5585 -0.684
O 1.3872 -0.0732 3.4869 -0.471
O 3.6083 0.0970 4.2740 -0.727
F -5.4952 0.0434 1.6343 -0.308
C -4.4949 -0.5078 0.9165 0.097
F -5.0728 -1.2275 -0.0692 -0.298
F -3.8914 -1.3928 1.7238 0.008
C -3.4598 0.5156 0.3248 1.436
O -2.3778 -0.0837 -0.1273 -1.130
C -3.0878 1.5315 1.4551 0.129
F -2.0579 2.2875 1.0742 -0.207
F -4.0863 2.3747 1.8093 -0.336
F -2.7157 0.8800 2.5696 -0.089
C -4.1968 1.3102 -0.8202 0.219
F -3.5052 2.3973 -1.1774 -0.256
F -4.3241 0.5512 -1.9233 -0.210
F -5.4440 1.7218 -0.4983 -0.299
```



A structure of composition C4H4LiO2Tl. Source: the Open Molecules 2025 dataset; level of theory: ωB97M-V with the def2-TZVPD basis set.

Output
HOMO level: -6.78 eV
E_LUMO: -0.354 eV

XYZ file:
```
12
Properties=species:S:1:pos:R:3:mulliken_charge:R:1
C 1.5296 0.4041 0.0206 0.006
O 2.6103 -0.2253 0.1838 -0.674
H 1.5572 1.5176 0.0903 0.342
Tl 1.8932 -2.2339 0.3919 0.465
O -1.9722 -0.5547 0.6152 -0.527
C -0.9773 0.4131 0.2510 0.005
C -0.7204 0.5170 -1.1860 -0.943
C 0.2995 -0.2590 -0.1946 -0.201
H -1.8090 -0.8756 1.5060 0.294
H -0.9300 1.2546 0.9552 0.312
H -0.3409 1.5098 -1.4767 0.132
Li -1.1399 -1.4677 -1.1567 0.789
```



A structure of composition C17H29BiN2. Source: the Open Molecules 2025 dataset; level of theory: ωB97M-V with the def2-TZVPD basis set.

Output
HOMO level (spin up / spin down): -15.33 / -15.19 eV
total charge: +2
E_LUMO (spin up / spin down): -8.645 / -9.297 eV

XYZ file:
```
49
Properties=species:S:1:pos:R:3:mulliken_charge:R:1
C 1.6006 3.1562 -0.0124 -1.366
H 1.7700 4.1133 0.4956 0.411
H 2.2883 3.1850 -0.8655 0.323
H 1.9539 2.4201 0.6718 0.366
C 0.1634 3.2029 -0.5083 0.995
H -0.1462 2.2888 -1.0346 -0.375
H -0.5206 3.3337 0.3418 -0.073
C 0.0348 4.4024 -1.4676 -1.403
H -1.0104 4.6230 -1.6977 0.387
H 0.4920 5.3155 -1.0753 0.373
H 0.5349 4.1941 -2.4195 0.330
C -0.8650 -2.2036 -1.0157 0.307
C -1.2752 -1.1396 -1.9476 0.616
C -0.0922 -0.5451 -2.4585 0.440
C 1.0161 -1.2076 -1.8937 0.563
C 0.5680 -2.2423 -1.0551 0.517
C 1.4126 -3.2248 -0.3373 -1.504
C 2.4269 -0.9732 -2.2670 -1.726
C -0.0197 0.5062 -3.4965 -1.666
C -2.6745 -0.8481 -2.3672 -1.149
C -1.7642 -3.2374 -0.4489 -0.922
Bi -1.8974 -0.4350 0.4147 0.908
H 3.1175 -1.2704 -1.4693 0.424
H 2.6868 -1.5562 -3.1615 0.347
H 2.6207 0.0811 -2.4955 0.360
H 2.4315 -2.8417 -0.2018 0.382
H 0.9913 -3.4447 0.6546 0.284
H 1.4925 -4.1779 -0.8837 0.354
H -2.7475 -2.8353 -0.1402 0.285
H -1.9795 -4.0096 -1.2095 0.332
H -1.3016 -3.7524 0.4127 0.391
H -2.7397 0.1179 -2.8932 0.396
H -3.0417 -1.6195 -3.0617 0.351
H -3.4052 -0.8394 -1.5235 0.292
H 0.7565 1.2427 -3.2551 0.371
H 0.2232 0.0914 -4.4890 0.395
H -0.9670 1.0418 -3.5971 0.405
C -1.7033 1.9003 3.2714 -0.733
C -1.4862 0.4754 3.5650 0.551
N -0.8897 -0.4545 2.7870 -0.504
C -0.8765 -1.6486 3.5381 -0.232
C -1.5474 -1.4366 4.7046 -0.522
N -1.9111 -0.0905 4.7084 -0.039
H -2.7737 2.1460 3.3287 0.393
H -1.1680 2.5198 4.0074 0.408
H -1.3241 2.1464 2.2732 -0.150
H -0.3774 -2.5260 3.1599 0.444
H -1.8069 -2.1294 5.4920 0.407
H -2.4300 0.4214 5.4273 0.260
```



A structure of composition C36H31N3O4. Source: the Open Molecules 2025 dataset; level of theory: ωB97M-V with the def2-TZVPD basis set.

Output
HOMO level: -5.38 eV
E_LUMO: -0.760 eV

XYZ file:
```
74
Properties=species:S:1:pos:R:3:mulliken_charge:R:1
C 5.5023 -0.9328 2.2122 -1.037
O 4.3307 -0.2235 2.6410 -0.282
C 3.4459 -0.8235 3.4672 0.701
C 3.3071 -2.2074 3.6757 -0.804
C 2.1822 -2.6688 4.3612 -0.719
C 1.2072 -1.8005 4.8495 -0.728
C 1.3670 -0.4139 4.6465 0.929
O 0.4184 0.5391 4.8303 -0.368
C -0.9450 0.1114 5.0585 -0.920
C 2.5223 0.0555 4.0344 -0.277
N 2.5608 1.4383 3.6355 0.857
C 2.4820 1.9071 2.3650 -0.171
C 2.0438 1.0589 1.2521 1.013
C 2.5367 1.4930 -0.0769 -1.771
C 1.8692 1.5728 -1.2433 1.437
C 2.5865 2.0611 -2.4119 0.714
C 2.3545 1.6845 -3.7629 -0.213
C 3.1312 2.1868 -4.8018 -0.836
C 4.1975 3.0534 -4.5440 -0.482
C 4.4770 3.4088 -3.2198 -0.741
C 3.6745 2.9452 -2.1845 -0.336
O 1.3987 0.0310 1.4641 -0.551
N 2.7925 3.2228 2.4090 0.197
C 2.9006 4.1520 1.2969 -0.731
C 3.0379 3.5823 3.7305 -0.966
C 2.8570 2.4812 4.4913 -0.261
H 6.0740 -0.1985 1.6465 0.264
H 6.0876 -1.2897 3.0694 0.388
H 5.2331 -1.7781 1.5677 0.383
H 4.0511 -2.8904 3.2626 0.385
H 2.0475 -3.7420 4.4998 0.388
H 0.3040 -2.1696 5.3423 0.317
H -1.4999 1.0437 5.1715 0.267
H -1.3226 -0.4579 4.1951 0.413
H -1.0182 -0.4972 5.9721 0.347
H 3.6245 1.6498 0.0160 0.691
H 0.7702 1.2130 -1.3497 0.174
H 1.5920 0.9496 -4.0073 0.582
H 2.9101 1.8860 -5.8284 0.426
H 4.8219 3.4324 -5.3509 0.368
H 5.3245 4.0463 -2.9651 0.380
H 3.8901 3.2554 -1.1623 -0.115
H 2.8257 5.1678 1.6968 0.354
H 3.8734 4.0586 0.7931 0.368
H 2.1017 3.9978 0.5625 0.272
H 3.3045 4.5849 4.0002 0.463
H 2.9239 2.3142 5.5477 0.531
C -2.1994 4.8101 -3.1512 -0.535
C -2.2680 4.4059 -1.8137 -0.867
C -1.5371 3.3012 -1.3819 -0.250
C -0.8328 2.5212 -2.3204 0.250
C -0.3188 1.1719 -1.9171 1.774
C -1.2723 0.5730 -0.9172 -1.133
O -0.8631 0.2178 0.1778 -0.615
C -2.7067 0.4310 -1.3094 0.948
C -3.2481 0.6873 -2.5816 -0.066
C -4.6296 0.6956 -2.7707 -0.860
C -5.4748 0.4133 -1.6926 -0.363
C -4.9375 0.0818 -0.4410 -0.586
C -3.5607 0.0681 -0.2599 -0.750
C -0.3331 0.2481 -3.0095 -0.668
N -0.3638 -0.5649 -3.8510 -0.918
C -0.6905 2.9838 -3.6363 0.250
C -1.3880 4.1210 -4.0530 -0.838
H -2.7894 5.6577 -3.4936 0.382
H -2.8964 4.9419 -1.0992 0.394
H -1.5334 3.0111 -0.3231 0.411
H -2.5849 0.8949 -3.4193 0.417
H -5.0278 0.9226 -3.7635 0.376
H -6.5538 0.4416 -1.8374 0.369
H -5.5889 -0.1673 0.3958 0.359
H -3.1145 -0.1914 0.7004 0.467
H -0.0270 2.4555 -4.3255 0.339
H -1.2961 4.4361 -5.0935 0.412
```



Please write out number 3 again, unchanged.
A structure of composition C17H29BiN2. Source: the Open Molecules 2025 dataset; level of theory: ωB97M-V with the def2-TZVPD basis set.

Output
HOMO level (spin up / spin down): -15.33 / -15.19 eV
total charge: +2
E_LUMO (spin up / spin down): -8.645 / -9.297 eV

XYZ file:
```
49
Properties=species:S:1:pos:R:3:mulliken_charge:R:1
C 1.6006 3.1562 -0.0124 -1.366
H 1.7700 4.1133 0.4956 0.411
H 2.2883 3.1850 -0.8655 0.323
H 1.9539 2.4201 0.6718 0.366
C 0.1634 3.2029 -0.5083 0.995
H -0.1462 2.2888 -1.0346 -0.375
H -0.5206 3.3337 0.3418 -0.073
C 0.0348 4.4024 -1.4676 -1.403
H -1.0104 4.6230 -1.6977 0.387
H 0.4920 5.3155 -1.0753 0.373
H 0.5349 4.1941 -2.4195 0.330
C -0.8650 -2.2036 -1.0157 0.307
C -1.2752 -1.1396 -1.9476 0.616
C -0.0922 -0.5451 -2.4585 0.440
C 1.0161 -1.2076 -1.8937 0.563
C 0.5680 -2.2423 -1.0551 0.517
C 1.4126 -3.2248 -0.3373 -1.504
C 2.4269 -0.9732 -2.2670 -1.726
C -0.0197 0.5062 -3.4965 -1.666
C -2.6745 -0.8481 -2.3672 -1.149
C -1.7642 -3.2374 -0.4489 -0.922
Bi -1.8974 -0.4350 0.4147 0.908
H 3.1175 -1.2704 -1.4693 0.424
H 2.6868 -1.5562 -3.1615 0.347
H 2.6207 0.0811 -2.4955 0.360
H 2.4315 -2.8417 -0.2018 0.382
H 0.9913 -3.4447 0.6546 0.284
H 1.4925 -4.1779 -0.8837 0.354
H -2.7475 -2.8353 -0.1402 0.285
H -1.9795 -4.0096 -1.2095 0.332
H -1.3016 -3.7524 0.4127 0.391
H -2.7397 0.1179 -2.8932 0.396
H -3.0417 -1.6195 -3.0617 0.351
H -3.4052 -0.8394 -1.5235 0.292
H 0.7565 1.2427 -3.2551 0.371
H 0.2232 0.0914 -4.4890 0.395
H -0.9670 1.0418 -3.5971 0.405
C -1.7033 1.9003 3.2714 -0.733
C -1.4862 0.4754 3.5650 0.551
N -0.8897 -0.4545 2.7870 -0.504
C -0.8765 -1.6486 3.5381 -0.232
C -1.5474 -1.4366 4.7046 -0.522
N -1.9111 -0.0905 4.7084 -0.039
H -2.7737 2.1460 3.3287 0.393
H -1.1680 2.5198 4.0074 0.408
H -1.3241 2.1464 2.2732 -0.150
H -0.3774 -2.5260 3.1599 0.444
H -1.8069 -2.1294 5.4920 0.407
H -2.4300 0.4214 5.4273 0.260
```



Repeat the second record exactly.
A structure of composition C4H4LiO2Tl. Source: the Open Molecules 2025 dataset; level of theory: ωB97M-V with the def2-TZVPD basis set.

Output
HOMO level: -6.78 eV
E_LUMO: -0.354 eV

XYZ file:
```
12
Properties=species:S:1:pos:R:3:mulliken_charge:R:1
C 1.5296 0.4041 0.0206 0.006
O 2.6103 -0.2253 0.1838 -0.674
H 1.5572 1.5176 0.0903 0.342
Tl 1.8932 -2.2339 0.3919 0.465
O -1.9722 -0.5547 0.6152 -0.527
C -0.9773 0.4131 0.2510 0.005
C -0.7204 0.5170 -1.1860 -0.943
C 0.2995 -0.2590 -0.1946 -0.201
H -1.8090 -0.8756 1.5060 0.294
H -0.9300 1.2546 0.9552 0.312
H -0.3409 1.5098 -1.4767 0.132
Li -1.1399 -1.4677 -1.1567 0.789
```